Record 1
46
Properties=species:S:1:pos:R:3 method="wB97M-V/def2-TZVPD" charge=+2 e_above_lowest_kj_mol=38.0 homo_energy_ev="-14.8 / -14.9" energy_ha=-2945.33271 lumo_energy_ev="-10.55 / -9.86"
I 0.646 -1.631 -2.043
I -2.564 1.014 1.496
In -1.086 -0.357 -0.351
P -1.174 1.510 -1.829
C 0.152 2.737 -1.564
C -1.065 1.077 -3.597
H -1.329 1.950 -4.201
H -2.764 3.163 -2.595
H -1.764 0.259 -3.791
H -3.561 1.767 -1.798
H 1.121 2.248 -1.698
H -0.056 0.739 -3.838
C -2.724 2.468 -1.750
H 0.062 3.568 -2.270
H -2.779 3.015 -0.807
H 0.086 3.119 -0.541
P -1.353 -2.373 0.891
C -0.091 -2.624 2.187
C -2.952 -2.530 1.753
H -1.943 -3.750 -0.985
H -1.645 -4.739 0.483
H -0.276 -4.070 -0.465
C -1.295 -3.892 -0.117
H -3.747 -2.294 1.042
H -3.067 -3.555 2.121
H -0.261 -3.564 2.722
H -0.133 -1.791 2.895
H -3.002 -1.822 2.582
H 0.898 -2.644 1.721
Cl -3.040 -1.103 -1.547
N -0.201 0.471 3.291
C 0.815 0.627 2.308
N 0.785 0.379 0.919
C 2.091 0.676 0.469
C 2.624 0.634 -0.842
C 3.964 0.960 -1.109
C 4.822 1.345 -0.081
C 4.337 1.418 1.218
C 3.003 1.089 1.450
S 2.288 1.150 2.907
H 0.002 0.753 4.261
H -1.063 -0.056 3.195
H 2.071 0.408 -1.704
H 4.335 0.924 -2.126
H 5.852 1.599 -0.292
H 4.983 1.729 2.029

Record 2
44
Properties=species:S:1:pos:R:3 method="wB97M-V/def2-TZVPD" charge=-1 e_above_lowest_kj_mol=0.0 homo_energy_ev="-4.2 / -4.3" spin_multiplicity=4 energy_ha=-3567.33279 lumo_energy_ev="2.41 / 2.41"
V -1.206 0.014 -0.414
S -1.960 -3.518 -3.191
C -1.846 -2.187 -2.209
S -1.313 -0.624 -2.784
S -2.236 -2.210 -0.504
C 2.001 -2.227 -3.214
C 2.220 -1.959 -1.752
C 1.260 -2.341 -0.813
C 1.460 -2.120 0.540
C 2.641 -1.523 0.969
C 3.608 -1.135 0.053
C 3.388 -1.351 -1.300
S 2.876 -1.206 2.691
O 4.248 -0.822 2.882
O 2.295 -2.285 3.434
N 1.968 0.115 3.019
C 2.353 1.369 2.366
C 1.115 2.213 2.069
C 0.187 1.462 1.143
O 0.149 1.730 -0.084
O -0.520 0.525 1.626
H 0.950 -2.421 -3.425
H 2.585 -3.096 -3.531
H 2.318 -1.375 -3.816
H 0.348 -2.822 -1.143
H 0.706 -2.424 1.255
H 4.528 -0.687 0.406
H 4.141 -1.045 -2.017
H 0.977 -0.100 2.917
H 2.879 1.176 1.426
H 3.033 1.920 3.016
H 1.423 3.144 1.595
H 0.587 2.434 2.999
C -5.246 2.820 -0.461
C -5.170 1.636 -1.178
C -4.030 0.858 -1.069
N -3.002 1.206 -0.286
C -3.092 2.330 0.424
C -4.185 3.176 0.356
H -6.120 3.455 -0.539
H -5.975 1.314 -1.823
H -3.906 -0.067 -1.618
H -2.243 2.561 1.054
H -4.196 4.089 0.934

Record 3
14
Properties=species:S:1:pos:R:3 method="wB97M-V/def2-TZVPD" e_above_lowest_kj_mol=411.4 homo_energy_ev=-9.7 energy_ha=-303.73545 lumo_energy_ev=0.90
C 0.190 1.388 1.642
C -0.480 1.383 0.201
C -0.148 -0.563 -0.834
H -0.177 0.374 2.179
H -0.228 2.302 2.144
H 1.462 1.291 1.552
H -0.568 2.467 -0.190
H -1.448 0.917 0.239
H -1.149 -0.780 -0.531
H 1.463 -1.344 -1.626
H -0.069 -3.565 -1.559
N 0.331 0.533 -0.613
N 0.451 -1.535 -1.665
O 0.370 -2.869 -0.940

Record 4
13
Properties=species:S:1:pos:R:3 method="wB97M-V/def2-TZVPD" e_above_lowest_kj_mol=44.3 homo_energy_ev="-6.5 / -7.8" spin_multiplicity=9 energy_ha=-1091.28344 lumo_energy_ev="-1.08 / -0.95"
O -0.497 -1.411 -0.321
C -0.321 -0.420 0.595
O -1.108 -0.567 1.624
Eu -0.803 1.200 3.167
O 1.120 0.071 1.062
C 0.244 0.938 0.259
H 0.650 1.089 -0.749
C 0.307 -1.448 -1.485
H -0.045 -0.723 -2.233
H 1.362 -1.252 -1.248
H 0.213 -2.461 -1.889
C -0.418 2.077 0.939
H -0.703 2.907 0.279

Record 5
16
Properties=species:S:1:pos:R:3 method="wB97M-V/def2-TZVPD" e_above_lowest_kj_mol=157.4 homo_energy_ev=-9.6 energy_ha=-363.02557 lumo_energy_ev=0.60
C 0.883 1.877 0.484
C 0.032 0.811 -0.173
O 0.894 0.153 -1.085
C -0.582 -0.191 0.830
N -1.031 -1.392 0.127
C -0.146 -2.075 -0.713
O 0.868 -2.637 -0.393
H 0.293 2.539 1.124
H 1.364 2.468 -0.300
H 1.668 1.404 1.083
H -0.792 1.275 -0.737
H 0.373 -0.257 -1.785
H 0.127 -0.449 1.622
H -1.464 0.254 1.309
H -1.900 -1.223 -0.360
H -0.499 -2.048 -1.776

Record 6
45
Properties=species:S:1:pos:R:3 method="wB97M-V/def2-TZVPD" charge=+3 e_above_lowest_kj_mol=235.3 homo_energy_ev=-18.8 energy_ha=-2106.44156 lumo_energy_ev=-12.43
C -1.574 -0.025 -6.111
I -1.512 0.113 -3.903
H -0.549 0.051 -6.477
H -2.182 0.791 -6.508
H -2.009 -0.986 -6.392
Zr 0.065 -0.016 -0.499
P 0.266 2.467 -0.676
C -1.335 3.302 -0.573
C 1.336 3.120 0.636
H 1.426 4.196 0.448
H 1.160 3.989 -2.224
H 2.308 2.604 0.608
H 2.015 2.381 -2.320
H -1.813 3.069 0.394
H 0.902 2.944 1.631
C 1.042 2.896 -2.250
H -1.114 4.375 -0.667
H 0.389 2.555 -3.074
H -1.974 2.926 -1.391
P 0.284 -2.505 -0.314
C -1.315 -3.337 -0.100
C 1.067 -3.160 -1.802
H 2.324 -2.441 0.983
H 1.448 -4.045 1.062
H 0.924 -2.637 2.045
C 1.356 -2.954 1.082
H 2.037 -2.651 -1.946
H 1.189 -4.237 -1.612
H -1.087 -4.409 -0.026
H -1.959 -3.080 -0.958
H 0.408 -2.955 -2.664
H -1.827 -2.987 0.812
Cl 2.412 -0.025 -0.653
N 0.162 -0.025 7.026
C 0.177 0.015 5.857
C -0.007 0.043 4.400
C -0.300 -1.145 3.718
C -0.646 -1.071 2.386
N -0.526 0.066 1.679
C -0.526 1.229 2.389
C -0.153 1.243 3.712
H -0.324 -2.089 4.238
H -1.042 -1.963 1.894
H -0.874 2.157 1.879
H -0.050 2.212 4.264

Record 7
18
Properties=species:S:1:pos:R:3 method="wB97M-V/def2-TZVPD" charge=+1 e_above_lowest_kj_mol=478.9 homo_energy_ev=-12.6 energy_ha=-289.19246 lumo_energy_ev=-7.81
C 2.776 -1.177 -0.102
C 1.984 -0.084 0.445
C 1.080 0.613 -0.362
C 0.243 1.796 -0.166
N -3.015 -0.986 -1.102
H 3.663 -0.734 -0.643
H 2.324 -1.889 -0.687
H 2.456 0.445 1.298
H 3.379 -1.804 0.707
H 0.916 0.285 -1.365
H -0.222 2.198 -1.085
H 0.431 2.423 0.801
H -3.717 -0.261 -0.854
H -2.696 -1.412 -0.180
H -3.607 -1.746 -1.545
H -1.270 0.882 0.756
H -1.562 0.010 2.061
O -1.936 0.202 1.195

Record 8
67
Properties=species:S:1:pos:R:3 method="wB97M-V/def2-TZVPD" e_above_lowest_kj_mol=9.6 homo_energy_ev=-9.8 energy_ha=-1458.93326 lumo_energy_ev=-0.44
C 9.821 -0.540 0.512
C 8.362 -0.881 0.233
C 7.418 0.213 0.727
C 5.954 -0.122 0.453
C 5.018 0.981 0.943
C 3.537 0.631 0.793
H 3.343 -0.310 1.311
C 3.093 0.522 -0.665
C 1.575 0.430 -0.825
C 0.988 -0.867 -0.272
C -0.512 -0.946 -0.537
C -1.133 -2.254 -0.032
C -2.605 -2.250 -0.376
O -3.067 -2.840 -1.338
N -3.350 -1.484 0.443
H -2.923 -1.010 1.231
C -4.758 -1.196 0.289
C -5.123 -0.209 1.392
O -4.338 0.128 2.244
O -6.372 0.210 1.295
C -6.837 1.131 2.293
C -7.278 0.403 3.553
H -7.686 1.120 4.260
H -6.430 -0.098 4.013
H -8.040 -0.335 3.315
H -6.033 1.838 2.522
H -7.672 1.651 1.822
H -5.358 -2.104 0.450
C -5.133 -0.692 -1.144
O -5.471 -1.764 -1.962
H -4.708 -2.382 -1.952
C -4.013 0.164 -1.708
C -3.519 1.242 -0.988
C -2.463 1.982 -1.501
C -1.892 1.679 -2.731
C -2.409 0.623 -3.456
C -3.458 -0.128 -2.949
H -3.856 -0.954 -3.516
H -1.991 0.376 -4.420
H -1.068 2.273 -3.093
N -1.941 3.082 -0.729
O -0.896 3.578 -1.092
O -2.575 3.441 0.240
H -3.925 1.518 -0.027
H -6.043 -0.084 -1.058
H -0.991 -2.347 1.046
H -0.662 -3.102 -0.529
H -1.004 -0.100 -0.050
H -0.696 -0.861 -1.611
H 1.486 -1.718 -0.743
H 1.166 -0.927 0.803
H 1.330 0.497 -1.888
H 1.108 1.284 -0.328
H 3.442 1.407 -1.202
H 3.552 -0.353 -1.129
H 2.945 1.409 1.280
H 5.228 1.902 0.395
H 5.225 1.172 1.999
H 5.819 -0.271 -0.620
H 5.699 -1.060 0.954
H 7.670 1.155 0.234
H 7.562 0.355 1.801
H 8.221 -1.021 -0.841
H 8.109 -1.823 0.724
H 9.986 -0.417 1.580
H 10.475 -1.331 0.153
H 10.097 0.387 0.014

Record 9
9
Properties=species:S:1:pos:R:3 method="wB97M-V/def2-TZVPD" e_above_lowest_kj_mol=265.7 homo_energy_ev=-9.7 energy_ha=-412.54976 lumo_energy_ev=0.04
C -0.005 -1.727 -1.391
C -0.655 -0.766 1.350
N -0.424 -0.710 -0.881
N 0.019 0.182 1.693
O 0.443 -2.742 -1.620
O -1.424 -1.647 1.473
O 0.821 0.879 0.788
H -1.274 -0.242 -0.852
H 0.709 0.411 -0.012

Record 10
21
Properties=species:S:1:pos:R:3 method="wB97M-V/def2-TZVPD" charge=+1 e_above_lowest_kj_mol=327.6 homo_energy_ev=-12.9 energy_ha=-579.94294 lumo_energy_ev=-4.64
C -0.076 -1.794 -1.169
C 0.616 -0.965 1.977
C 1.486 1.396 -0.308
C 2.661 0.783 -0.496
N -3.482 1.410 -0.922
O 3.478 0.628 0.502
Si -0.141 -0.629 0.351
H -0.965 -2.645 -1.184
H -0.341 -1.315 -2.263
H 0.822 -2.438 -1.257
H 0.653 -2.097 2.342
H 1.796 -0.732 1.800
H 0.273 -0.255 2.823
H 0.732 1.553 -1.011
H 1.188 1.709 0.658
H 2.915 0.497 -1.499
H -2.693 1.191 -1.501
H -4.029 2.191 -1.438
H -4.171 0.655 -0.829
H 4.386 0.478 0.155
H -1.220 0.210 0.433

Record 11
73
Properties=species:S:1:pos:R:3 method="wB97M-V/def2-TZVPD" charge=-1 e_above_lowest_kj_mol=0.0 homo_energy_ev=-8.1 energy_ha=-2308.33856 lumo_energy_ev=1.51
O -22.483 -1.112 -12.806
C -23.537 -0.725 -12.402
O -23.757 -0.246 -11.225
B -25.162 0.054 -11.112
O -25.682 -0.123 -12.510
C -24.774 -0.547 -13.370
O -24.842 -0.752 -14.563
O -25.581 1.427 -10.688
C -26.248 1.339 -9.608
O -26.807 2.312 -9.078
C -26.413 -0.151 -9.201
O -25.815 -0.918 -10.139
O -26.966 -0.540 -8.159
O -28.035 4.738 -9.265
H -27.400 4.022 -9.280
H -28.043 5.071 -10.163
O -28.363 -2.388 -6.502
H -28.229 -1.537 -6.918
H -29.283 -2.384 -6.238
O -25.761 0.365 -16.935
H -25.180 -0.233 -16.465
H -25.791 1.150 -16.387
O -19.998 -0.870 -14.179
H -19.572 -0.856 -15.036
H -20.924 -0.718 -14.369
O -21.310 -3.459 -10.921
H -21.888 -3.205 -11.641
H -20.429 -3.407 -11.290
O -25.127 4.037 -6.825
H -24.568 4.802 -6.694
H -25.867 4.365 -7.336
O -22.749 -1.773 -16.567
H -22.996 -2.285 -17.337
H -23.080 -2.279 -15.826
O -30.167 2.696 -9.832
H -29.391 3.095 -9.438
H -30.700 2.422 -9.086
O -28.372 1.565 -6.251
H -29.054 2.138 -6.602
H -27.588 1.790 -6.752
O -19.690 0.735 -12.008
H -20.054 0.278 -11.250
H -19.926 0.186 -12.756
O -27.917 1.914 -13.101
H -27.393 2.129 -12.330
H -28.656 1.413 -12.757
O -22.848 -0.949 -8.279
H -23.742 -1.255 -8.125
H -22.954 -0.125 -8.754
O -25.534 -3.216 -11.675
H -25.470 -2.782 -10.824
H -26.457 -3.135 -11.917
O -23.699 2.446 -14.413
H -23.281 1.711 -14.860
H -23.074 2.699 -13.733
O -27.469 -2.425 -14.709
H -27.894 -2.025 -13.951
H -26.614 -1.997 -14.759
O -29.753 -0.387 -8.489
H -29.024 0.191 -8.716
H -30.469 0.206 -8.262
O -25.694 -2.427 -6.005
H -26.606 -2.299 -6.265
H -25.362 -1.543 -5.848
O -23.790 -3.493 -14.442
H -23.890 -4.435 -14.305
H -24.665 -3.135 -14.290
O -22.136 0.783 -15.789
H -22.424 -0.121 -15.922
H -21.461 0.919 -16.454
O -23.195 3.017 -10.094
H -22.733 2.503 -9.432
H -23.687 3.667 -9.593

Record 12
9
Properties=species:S:1:pos:R:3 method="wB97M-V/def2-TZVPD" e_above_lowest_kj_mol=325.2 homo_energy_ev=-9.3 energy_ha=-321.25377 lumo_energy_ev=0.48
C 0.321 0.826 0.089
C -0.011 -1.271 0.323
C -0.353 -0.977 -1.044
H 0.280 2.439 1.550
H -0.439 -2.271 0.886
H -0.373 -1.419 -2.154
N 0.410 -0.097 0.969
O 0.394 2.242 0.448
O -0.231 0.527 -1.067

Record 13
11
Properties=species:S:1:pos:R:3 method="wB97M-V/def2-TZVPD" charge=-1 e_above_lowest_kj_mol=38.4 homo_energy_ev=-2.6 energy_ha=-876.79535 lumo_energy_ev=3.14
S -3.304 -0.006 1.153
H -3.712 -1.145 0.556
C 1.645 -0.761 0.382
S 1.541 0.212 -1.134
C -0.056 1.056 -0.764
H 0.790 -1.433 0.349
H 2.550 -1.363 0.355
H 1.614 -0.185 1.303
H -0.450 1.480 -1.686
H 0.099 1.884 -0.079
H -0.718 0.261 -0.433

Record 14
64
Properties=species:S:1:pos:R:3 method="wB97M-V/def2-TZVPD" homo_energy_ev=-8.0 energy_ha=-1838.63678 lumo_energy_ev=0.37
C -0.358 -2.167 -2.665
C -1.723 -1.658 -2.419
N -2.819 -2.372 -2.651
C -3.898 -1.570 -2.390
C -5.283 -1.993 -2.695
C -3.435 -0.345 -1.920
N -2.053 -0.385 -1.976
H 0.343 -1.353 -2.863
H -0.012 -2.760 -1.806
H -0.385 -2.829 -3.538
H -5.949 -1.125 -2.780
H -5.317 -2.530 -3.652
H -5.687 -2.671 -1.927
H -4.021 0.545 -1.689
C 3.162 2.417 3.254
N 2.535 1.443 2.397
C 2.803 0.110 2.536
O 3.585 -0.391 3.342
C 1.983 -0.622 1.461
C 1.125 -1.762 1.988
C 1.961 -2.799 2.665
C 1.948 -2.959 4.051
F 1.145 -2.158 4.800
C 2.773 -3.876 4.695
F 2.767 -3.981 6.041
C 3.606 -4.695 3.929
F 4.408 -5.591 4.534
C 3.605 -4.592 2.537
F 4.391 -5.400 1.795
C 2.782 -3.650 1.927
F 2.806 -3.533 0.568
N 1.206 0.456 0.870
C 0.325 0.191 -0.141
C -0.555 1.063 -0.681
C -1.181 0.769 -2.014
C -1.908 1.917 -2.728
C -2.502 1.660 -3.970
C -3.159 2.676 -4.674
C -3.192 3.977 -4.162
C -2.565 4.245 -2.946
C -1.935 3.219 -2.225
C 1.454 1.776 1.469
C 0.234 2.302 2.241
C 1.923 2.824 0.447
H 3.816 1.897 3.954
H 3.757 3.130 2.672
H 2.404 2.979 3.807
H 2.679 -1.031 0.699
H 0.411 -1.352 2.714
H 0.579 -2.208 1.143
H 0.370 -0.834 -0.519
H -0.837 1.990 -0.177
H -0.324 0.497 -2.662
H -2.445 0.657 -4.417
H -3.615 2.451 -5.637
H -3.683 4.775 -4.716
H -2.536 5.261 -2.549
H -1.444 3.444 -1.274
H -0.086 1.554 2.982
H 0.508 3.239 2.746
H -0.604 2.501 1.570
H 2.922 2.552 0.082
H 1.229 2.877 -0.399
H 1.969 3.801 0.947